(1)
Below is a 2-piece molecular cluster, C9H22N3O overall at a distorted geometry, with properties calculated with ωB97M-V/def2-TZVPD.

Last column: Mulliken charge in e.
Geometry (Å):
C 2.595 1.190 0.017  0.490
C -1.758 2.396 -1.563  -1.135
C -1.899 0.005 2.280  -1.093
C 2.153 -1.702 0.123  -1.984
C -0.206 -2.255 -0.050  -1.153
C 0.867 -0.998 -1.923  -1.233
C -0.496 1.995 -0.691  -0.438
C -1.324 1.111 1.414  -0.469
C 0.843 -1.141 -0.323  0.926
N 2.820 1.234 1.279  -0.192
N 0.662 0.113 0.442  -0.473
N -0.640 0.780 0.157  0.144
O 2.764 1.535 -1.069  -0.304
H -2.148 3.433 -1.207  0.309
H -1.429 2.370 -2.549  0.412
H -2.421 1.530 -1.289  0.281
H -1.142 -0.785 2.235  0.216
H -1.978 0.307 3.313  0.379
H -2.836 -0.405 1.898  0.305
H 2.083 -2.145 1.240  0.264
H 2.497 -2.491 -0.513  0.485
H 2.936 -1.038 0.106  0.605
H -1.088 -1.870 -0.530  0.375
H -0.300 -2.103 1.049  0.170
H 0.266 -3.205 -0.413  0.495
H 0.021 -0.280 -2.204  0.259
H 1.685 -0.433 -2.424  0.296
H 0.671 -1.985 -2.324  0.436
H -0.103 2.830 -0.070  0.484
H 0.375 1.793 -1.345  0.255
H -0.607 1.727 1.962  0.355
H -2.118 1.783 1.127  0.489
H 2.336 0.575 1.857  0.301
H 3.669 1.601 1.618  0.255
H -1.130 -0.053 -0.512  0.490

Output
2S+1: 1
Largest force on an atom, eV Å⁻¹: 4.612
Total charge: +1
Frontier orbital gap (spin up / spin down), eV: 9.017 / 9.015
DFT total energy, hartree: -595.237010

***

(2)
Below is a 3-piece molecular cluster, C4H13N3O overall at a distorted geometry, with properties calculated with ωB97M-V/def2-TZVPD.

Last column: Mulliken charge in e.
Geometry (Å):
C 1.804 0.070 -0.131  -0.506
C -0.737 -0.459 -0.755  -0.142
C -2.615 0.521 0.237  -0.641
C -0.374 0.594 0.078  -0.452
N 1.907 -1.012 0.853  -0.576
N 2.536 1.269 0.149  -0.593
N -0.525 -1.765 -0.502  -0.392
O -3.223 1.332 -0.740  -0.490
H -3.375 0.803 -1.533  0.334
H 2.063 -0.327 -1.113  0.320
H -1.033 -0.213 -1.771  0.369
H 2.126 1.809 0.903  0.215
H 2.828 -1.455 0.876  0.228
H 1.752 -0.646 1.789  0.188
H 3.523 1.123 0.373  0.220
H -0.506 -2.393 -1.291  0.227
H 0.192 -1.941 0.218  0.380
H -3.103 -0.448 0.372  0.327
H -2.605 1.063 1.181  0.308
H -0.241 0.484 1.144  0.378
H -0.392 1.591 -0.336  0.297

Output
2S+1: 1
Largest force on an atom, eV Å⁻¹: 3.230
Total charge: 0
Frontier orbital gap (spin up / spin down), eV: 6.460 / 6.434
DFT total energy, hartree: -399.505624

***

(3)
Below is a 3-piece molecular cluster, C4H10N2S overall at a distorted geometry, with properties calculated with ωB97M-V/def2-TZVPD.

Last column: Mulliken charge in e.
Geometry (Å):
C -0.870 0.989 -2.040  -0.723
C -0.430 -0.211 0.053  -0.274
C -0.008 -1.629 0.788  -1.163
C 0.924 0.535 0.459  0.371
H 0.359 1.537 -2.643  0.218
H -1.247 1.814 -1.079  0.243
H -2.148 0.802 -2.958  0.235
H -0.108 -0.868 -1.935  0.324
H -1.337 0.186 0.769  0.167
H 0.193 -1.531 1.937  0.267
H 0.924 -1.999 0.467  0.392
H -0.877 -2.554 0.824  0.262
H 0.315 0.340 2.782  0.272
H 1.699 1.281 2.412  0.244
N -0.711 -0.167 -1.272  -0.102
N 0.961 0.928 1.876  -0.502
S 2.360 0.547 -0.442  -0.233

Output
2S+1: 1
Largest force on an atom, eV Å⁻¹: 7.223
Total charge: 0
Frontier orbital gap, eV: 8.413
DFT total energy, hartree: -665.835882

***

(4)
Below is C50H47N8PPd as an isolated structure at a distorted geometry, with properties calculated with ωB97M-V/def2-TZVPD.

Last column: Mulliken charge in e.
Geometry (Å):
Pd 0.032 0.833 -0.586  -0.956
C -0.046 -1.940 4.313  -1.049
N -0.030 -0.774 3.421  0.345
C 0.106 -0.799 2.071  -0.781
N 0.127 0.433 1.604  0.916
C 0.013 1.286 2.666  -1.043
C -0.100 0.548 3.816  0.819
C -0.208 0.975 5.225  0.018
C 0.716 1.880 5.745  -0.172
C 0.603 2.314 7.057  -0.805
C -0.428 1.842 7.861  -0.429
C -1.349 0.939 7.350  -0.790
C -1.241 0.509 6.035  -0.249
C 0.008 2.748 2.469  0.291
C 0.991 3.338 1.676  -0.121
C 0.962 4.700 1.412  -0.623
C -0.054 5.489 1.944  -0.569
C -1.027 4.910 2.749  -0.788
C -0.996 3.545 3.013  -0.411
P 0.211 -2.306 1.056  -0.414
C 1.589 -1.800 -0.009  -0.770
N 1.686 -0.618 -0.582  0.726
C 2.958 -0.496 -1.092  -0.750
C 3.627 -1.674 -0.860  0.527
N 2.746 -2.481 -0.168  0.426
C 3.039 -3.845 0.294  -0.953
C 4.979 -2.155 -1.215  -0.493
C 5.937 -2.362 -0.226  -0.083
C 7.199 -2.830 -0.565  -0.811
C 7.507 -3.088 -1.894  -0.425
C 6.557 -2.876 -2.885  -0.743
C 5.295 -2.411 -2.547  0.103
C 3.452 0.803 -1.601  0.618
C 2.653 1.940 -1.508  2.837
C 3.088 3.198 -1.885  -1.201
C 4.376 3.344 -2.383  -0.959
C 5.195 2.227 -2.485  -0.920
C 4.743 0.974 -2.097  -0.300
C -1.166 -1.990 -0.083  -0.790
N -1.495 -0.826 -0.621  0.892
C -2.659 -1.026 -1.330  -1.735
C -3.010 -2.348 -1.249  0.837
N -2.065 -2.939 -0.439  0.326
C -2.062 -4.346 -0.011  -1.102
C -4.150 -3.070 -1.849  0.194
C -5.447 -2.592 -1.676  -0.235
C -6.516 -3.250 -2.266  -0.834
C -6.298 -4.389 -3.030  -0.439
C -5.007 -4.870 -3.208  -0.791
C -3.937 -4.210 -2.622  -0.230
C -3.386 0.029 -2.072  1.320
C -4.098 1.015 -1.391  -0.503
C -4.832 1.968 -2.086  -0.670
C -4.872 1.935 -3.476  -0.583
C -4.188 0.939 -4.163  -0.947
C -3.452 -0.012 -3.464  -0.284
H 0.531 -2.742 3.864  0.448
H -1.064 -2.280 4.488  0.316
H 0.406 -1.661 5.260  0.396
H 1.522 2.245 5.119  0.463
H 1.322 3.017 7.457  0.432
H -0.513 2.178 8.887  0.420
H -2.158 0.576 7.971  0.414
H -1.981 -0.174 5.631  0.440
H 1.792 2.727 1.271  0.574
H 1.739 5.149 0.806  0.517
H -0.078 6.553 1.745  0.466
H -1.814 5.521 3.172  0.454
H -1.764 3.096 3.632  0.549
H 3.665 -4.337 -0.444  0.357
H 2.108 -4.393 0.399  0.422
H 3.560 -3.822 1.248  0.329
H 5.702 -2.145 0.811  0.496
H 7.940 -2.989 0.206  0.422
H 8.491 -3.453 -2.158  0.425
H 6.798 -3.081 -3.920  0.430
H 4.548 -2.249 -3.316  0.464
H 1.635 1.815 -1.133  -0.390
H 2.442 4.061 -1.789  0.445
H 4.737 4.317 -2.687  0.442
H 6.202 2.330 -2.867  0.461
H 5.412 0.126 -2.177  0.347
H -3.079 -4.719 -0.051  0.444
H -1.695 -4.415 1.009  0.429
H -1.434 -4.945 -0.666  0.311
H -5.621 -1.708 -1.073  0.471
H -7.522 -2.876 -2.125  0.438
H -7.133 -4.902 -3.489  0.423
H -4.833 -5.752 -3.809  0.422
H -2.929 -4.576 -2.787  0.440
H -4.113 1.002 -0.305  0.714
H -5.394 2.719 -1.544  0.467
H -5.456 2.668 -4.019  0.450
H -4.238 0.894 -5.244  0.452
H -2.946 -0.810 -3.999  0.504
N -0.300 1.258 -2.798  -0.082
C -0.990 2.560 -3.000  -0.207
C -0.889 3.431 -1.764  -0.228
N -1.252 2.642 -0.571  0.019
H 0.592 1.232 -3.281  0.303
H -0.866 0.502 -3.169  0.199
H -2.034 2.354 -3.232  -0.126
H -0.566 3.091 -3.851  0.510
H -1.525 4.309 -1.880  0.583
H 0.133 3.784 -1.624  -0.126
H -2.223 2.348 -0.636  0.235
H -1.145 3.186 0.282  -0.024

Output
2S+1: 3
Largest force on an atom, eV Å⁻¹: 1.032
Total charge: +2
Frontier orbital gap (spin up / spin down), eV: 8.493 / 6.797
DFT total energy, hartree: -2840.468288

***

(5)
Below is a 8-piece molecular cluster, C42H77N15O3 overall at a distorted geometry, with properties calculated with ωB97M-V/def2-TZVPD.

Last column: Mulliken charge in e.
Geometry (Å):
N 0.820 -0.668 1.271  0.635
O 0.435 -1.067 2.369  -0.621
O 1.994 -0.221 1.167  -0.484
O 0.062 -0.794 0.268  -0.440
C -2.998 0.570 1.535  -1.109
C -3.270 -0.769 0.857  -0.198
N -4.619 -0.865 0.291  0.451
C -5.728 -1.375 0.929  -0.534
C -6.791 -1.187 0.116  -0.421
N -6.308 -0.596 -1.032  0.129
C -5.005 -0.386 -0.889  -0.346
C -7.126 -0.220 -2.182  -0.842
H -3.573 0.595 2.465  0.413
H -3.311 1.401 0.899  0.402
H -1.966 0.709 1.850  0.108
H -3.062 -1.500 1.636  0.134
H -2.548 -0.960 0.061  0.083
H -5.649 -1.800 1.915  0.556
H -7.819 -1.495 0.202  0.498
H -4.412 0.145 -1.612  0.623
H -8.179 -0.309 -1.920  0.338
H -7.001 -0.930 -3.000  0.348
H -6.946 0.802 -2.499  0.351
C 9.741 1.344 2.499  -1.075
C 8.998 0.008 2.377  -0.484
N 7.630 0.184 1.825  0.117
C 6.624 0.882 2.432  -0.711
C 5.566 0.917 1.585  -0.157
N 5.972 0.246 0.451  0.175
C 7.224 -0.164 0.618  -0.015
C 5.168 0.007 -0.736  -0.822
H 9.449 1.863 3.410  0.367
H 9.614 1.966 1.616  0.336
H 10.798 1.111 2.620  0.372
H 8.844 -0.399 3.374  0.298
H 9.542 -0.688 1.747  0.363
H 6.710 1.321 3.411  0.445
H 4.563 1.305 1.615  0.470
H 7.793 -0.683 -0.135  0.411
H 5.346 -0.997 -1.124  0.375
H 5.456 0.690 -1.534  0.332
H 4.115 0.052 -0.468  0.189
C 0.528 -3.126 -2.639  -0.611
C 1.489 -2.641 -3.691  -0.798
N 1.277 -3.134 -5.057  0.238
C 0.162 -2.905 -5.825  -0.419
C 0.314 -3.638 -6.958  -0.509
N 1.546 -4.243 -6.890  0.066
C 2.078 -3.975 -5.714  -0.028
C 2.107 -5.250 -7.814  -0.834
H 0.507 -2.456 -1.774  0.115
H 0.728 -4.125 -2.250  0.457
H -0.517 -3.113 -2.967  0.247
H 2.542 -2.763 -3.432  0.372
H 1.470 -1.543 -3.739  0.218
H -0.646 -2.251 -5.556  0.552
H -0.257 -3.700 -7.870  0.444
H 3.036 -4.312 -5.354  0.423
H 1.346 -5.535 -8.534  0.353
H 2.417 -6.138 -7.270  0.367
H 2.957 -4.811 -8.330  0.335
C -1.497 -4.103 0.256  -0.976
C -2.518 -4.233 -0.868  -0.316
N -3.550 -5.234 -0.560  0.281
C -3.303 -6.506 -0.089  -0.265
C -4.483 -7.159 -0.053  -0.551
N -5.437 -6.277 -0.485  0.095
C -4.857 -5.129 -0.790  -0.266
C -6.855 -6.594 -0.665  -0.765
H -0.618 -3.578 -0.102  0.065
H -1.187 -5.078 0.632  0.442
H -1.855 -3.638 1.176  0.285
H -1.965 -4.554 -1.754  0.305
H -2.954 -3.274 -1.147  0.197
H -2.290 -6.805 0.106  0.450
H -4.689 -8.163 0.276  0.454
H -5.365 -4.299 -1.248  0.532
H -7.131 -6.593 -1.721  0.355
H -7.454 -5.795 -0.227  0.334
H -7.133 -7.547 -0.232  0.311
C -0.602 1.710 -8.117  -1.272
C -1.317 2.117 -6.846  -0.327
N -0.469 1.979 -5.650  0.294
C 0.842 2.386 -5.575  -0.430
C 1.167 2.438 -4.265  -0.505
N 0.060 2.017 -3.545  0.231
C -0.912 1.783 -4.413  -0.270
C 0.077 1.827 -2.082  -0.793
H -1.333 1.595 -8.914  0.400
H -0.104 0.747 -7.980  0.338
H 0.143 2.427 -8.457  0.378
H -2.205 1.489 -6.732  0.330
H -1.754 3.117 -6.894  0.342
H 1.453 2.694 -6.407  0.442
H 2.089 2.671 -3.762  0.471
H -1.919 1.505 -4.154  0.514
H 1.095 1.763 -1.712  0.158
H -0.388 0.878 -1.823  0.326
H -0.454 2.665 -1.636  0.362
C -1.013 3.094 8.361  -1.011
C 0.501 3.094 8.331  -0.579
N 1.056 1.976 7.579  0.169
C 1.101 0.674 8.018  -0.343
C 1.793 -0.043 7.104  -0.400
N 2.052 0.815 6.043  0.190
C 1.654 2.029 6.391  -0.080
C 2.663 0.381 4.774  -1.089
H -1.392 2.159 8.777  0.337
H -1.436 3.223 7.364  0.285
H -1.374 3.914 8.979  0.370
H 0.988 3.289 9.287  0.399
H 0.838 4.002 7.811  0.269
H 0.624 0.359 8.930  0.452
H 1.907 -1.105 6.973  0.407
H 1.734 2.896 5.758  0.436
H 3.517 0.991 4.499  0.437
H 1.921 0.176 4.002  0.458
H 3.072 -0.596 5.034  0.292
C 0.598 2.974 2.229  -0.209
C 0.856 4.358 1.622  -0.876
N -0.199 5.356 1.841  0.254
C -1.051 5.877 0.879  -0.318
C -1.752 6.874 1.464  -0.496
N -1.270 7.013 2.749  0.097
C -0.363 6.069 2.952  -0.183
C -1.758 8.018 3.707  -0.749
H -0.447 2.698 2.053  0.195
H 0.715 2.895 3.310  0.075
H 1.207 2.213 1.740  0.122
H 1.042 4.192 0.563  0.307
H 1.760 4.829 2.008  0.405
H -1.060 5.465 -0.112  0.450
H -2.591 7.447 1.109  0.425
H 0.122 5.915 3.902  0.501
H -0.951 8.722 3.909  0.361
H -2.041 7.558 4.649  0.339
H -2.584 8.560 3.261  0.301

Output
2S+1: 1
Largest force on an atom, eV Å⁻¹: 2.154
Total charge: +6
Frontier orbital gap, eV: 8.192
DFT total energy, hartree: -2691.377722

***

(6)
Below is C4H7BrClCuNO4 as an isolated structure at a distorted geometry, with properties calculated with ωB97M-V/def2-TZVPD.

Last column: Mulliken charge in e.
Geometry (Å):
Cu 0.160 1.625 2.454  0.257
Br -0.904 2.798 4.450  -0.561
Cl -1.477 2.447 -0.314  1.611
O -0.969 1.326 0.501  -0.542
O -0.453 2.828 -1.279  -0.642
O -2.700 1.971 -0.926  -0.650
O -1.750 3.513 0.599  -0.616
C 1.147 -0.741 -1.616  -1.143
C 0.057 -1.559 -0.942  -0.250
C 0.507 -2.133 0.327  -0.449
C 0.921 -1.156 1.274  0.512
N 1.191 -0.436 2.107  -0.539
H 1.754 -0.224 -0.859  0.293
H 0.792 0.065 -2.243  0.283
H 1.828 -1.408 -2.160  0.352
H -0.218 -2.423 -1.555  0.329
H -0.860 -1.003 -0.771  0.239
H 1.312 -2.843 0.164  0.267
H -0.338 -2.646 0.790  0.248

Output
2S+1: 1
Largest force on an atom, eV Å⁻¹: 2.285
Total charge: -1
Frontier orbital gap, eV: 7.715
DFT total energy, hartree: -5186.871200

***

Q: Which of these has the highest DFT total energy?
A: C4H13N3O